Arrangement A

This record from the Open Molecules 2025 dataset describes a 2-piece molecular cluster, C11H14N2O overall. The level of theory is ωB97M-V with the def2-TZVPD basis set.

Each atom is followed by the atoms it is bonded to, with distances in Å.
Cartesian coordinates (Å):
1 C -1.020 -4.329 -0.877  C7 1.516, H14 1.087, H15 1.184, H16 1.035
2 C 1.658 -1.141 -1.863  C3 1.462, C4 1.366, O8 1.379
3 C 2.106 -2.507 -2.126  C2 1.462, C5 1.453, H10 1.075
4 C 0.440 -0.792 -1.351  C2 1.366, C6 1.477, H11 1.109
5 C 1.058 -3.503 -1.982  C3 1.453, C7 1.383, H12 1.068
6 C -0.545 -1.876 -1.156  C4 1.477, C7 1.420, H13 1.106
7 C -0.203 -3.212 -1.497  C1 1.516, C5 1.383, C6 1.420
8 O 2.777 -0.343 -1.971  C2 1.379, H9 1.016
9 H 2.602 0.639 -1.782  O8 1.016
10 H 3.162 -2.688 -2.207  C3 1.075
11 H 0.161 0.216 -0.983  C4 1.109
12 H 1.438 -4.448 -2.303  C5 1.068
13 H -1.538 -1.620 -0.744  C6 1.106
14 H -1.997 -4.341 -1.353  C1 1.087
15 H -1.192 -4.159 0.282  C1 1.184
16 H -0.972 -5.362 -0.923  C1 1.035
17 C -2.112 2.514 2.930  C19 1.475, H25 1.135, H26 1.158, H28 1.037
18 C 0.133 3.670 2.451  C19 1.358, N21 1.473, H23 1.084
19 C -1.047 3.100 2.095  C17 1.475, C18 1.358, N22 1.431
20 C -0.046 3.821 0.183  N21 1.478, N22 1.404, H27 1.069
21 N 0.815 4.277 1.295  C18 1.473, C20 1.478, H24 1.050
22 N -1.184 3.159 0.672  C19 1.431, C20 1.404
23 H 0.692 3.564 3.373  C18 1.084
24 H 1.829 4.201 1.033  N21 1.050
25 H -3.177 2.726 2.600  C17 1.135
26 H -2.241 3.029 3.960  C17 1.158
27 H 0.434 3.922 -0.766  C20 1.069
28 H -2.030 1.483 3.011  C17 1.037

Values from the calculation:
HOMO energy: -8.2 eV
Frontier orbital gap: 8.599 eV
SMILES: Cc1ccc(O)cc1.Cc1c[nH]cn1

Arrangement B

This record from the Open Molecules 2025 dataset describes a 2-piece molecular cluster, C11H14N2O overall. The level of theory is ωB97M-V with the def2-TZVPD basis set.

Each atom is followed by the atoms it is bonded to, with distances in Å.
Cartesian coordinates (Å):
1 C 2.264 1.145 1.666  C5 1.511, H13 1.016, H14 1.133, H16 1.049
2 C -1.405 0.067 1.349  C3 1.383, C4 1.387, H9 1.057
3 C -1.896 1.346 1.535  C2 1.383, C6 1.397, O8 1.380
4 C -0.021 0.031 1.258  C2 1.387, C5 1.398, H10 1.089
5 C 0.756 1.148 1.577  C1 1.511, C4 1.398, C7 1.415
6 C -1.140 2.482 1.837  C3 1.397, C7 1.313, H11 1.197
7 C 0.170 2.408 1.848  C5 1.415, C6 1.313, H15 1.169
8 O -3.239 1.662 1.561  C3 1.380, H12 0.941
9 H -2.051 -0.767 1.274  C2 1.057
10 H 0.634 -0.791 0.973  C4 1.089
11 H -1.704 3.527 1.992  C6 1.197
12 H -3.464 2.567 1.689  O8 0.941
13 H 2.578 2.111 1.691  C1 1.016
14 H 2.875 0.534 0.933  C1 1.133
15 H 0.861 3.273 2.223  C7 1.169
16 H 2.460 0.687 2.588  C1 1.049
17 C 1.770 -2.534 -2.892  C19 1.461, H25 1.080, H26 1.177, H28 1.081
18 C 0.209 -0.714 -1.875  C19 1.368, N21 1.388, H23 1.028
19 C 0.622 -1.983 -2.174  C17 1.461, C18 1.368, N22 1.430
20 C -1.530 -2.090 -1.508  N21 1.459, N22 1.291, H27 1.088
21 N -1.122 -0.690 -1.482  C18 1.388, C20 1.459, H24 0.959
22 N -0.527 -2.793 -1.916  C19 1.430, C20 1.291
23 H 0.624 0.179 -2.172  C18 1.028
24 H -1.705 0.021 -1.210  N21 0.959
25 H 2.037 -2.298 -3.911  C17 1.080
26 H 1.757 -3.694 -3.090  C17 1.177
27 H -2.543 -2.451 -1.345  C20 1.088
28 H 2.730 -2.385 -2.418  C17 1.081

Values from the calculation:
HOMO energy: -8.3 eV
Frontier orbital gap: 8.993 eV
SMILES: Cc1ccc(O)cc1.Cc1c[nH]cn1

Of them, the most stable is arrangement B and the least stable is arrangement A.

Arrangement A

This record from the Open Molecules 2025 dataset describes a 2-piece molecular cluster, C12H14N2O overall. The level of theory is ωB97M-V with the def2-TZVPD basis set.

Each atom is followed by the atoms it is bonded to, with distances in Å.
Cartesian coordinates (Å):
1 C 2.560 -0.980 2.119  C2 1.425, C3 1.380, H16 1.095
2 C 2.131 -2.239 1.605  C1 1.425, C4 1.353, H17 1.087
3 C 1.927 0.174 1.704  C1 1.380, C5 1.446, H18 1.123
4 C 1.095 -2.320 0.739  C2 1.353, C6 1.403, H19 1.020
5 C 0.969 0.148 0.621  C3 1.446, C6 1.485, C7 1.362
6 C 0.483 -1.186 0.185  C4 1.403, C5 1.485, C8 1.332
7 C 0.207 1.072 -0.028  C5 1.362, C9 1.429, H20 1.094
8 C -0.442 -1.009 -0.757  C6 1.332, C9 1.550, H21 1.042
9 C -0.789 0.497 -0.876  C7 1.429, C8 1.550, C10 1.433, C12 1.541
10 C -2.094 0.863 -0.413  C9 1.433, H22 1.189, H23 1.047, H24 1.005
11 C -0.550 2.328 -2.658  C12 1.584, H25 1.089, H26 1.010, H27 1.067
12 C -0.617 0.769 -2.383  C9 1.541, C11 1.584, H28 1.112, H29 1.067
13 N -1.332 -0.225 2.817  N14 1.109
14 N -1.025 -1.258 3.074  N13 1.109, O15 1.146
15 O -0.869 -2.331 3.445  N14 1.146
16 H 3.246 -0.876 2.966  C1 1.095
17 H 2.779 -3.111 1.628  C2 1.087
18 H 2.263 1.202 2.005  C3 1.123
19 H 0.879 -3.190 0.252  C4 1.020
20 H 0.207 2.112 0.314  C7 1.094
21 H -0.896 -1.679 -1.415  C8 1.042
22 H -3.009 0.298 -0.919  C10 1.189
23 H -2.241 1.885 -0.586  C10 1.047
24 H -2.186 0.549 0.538  C10 1.005
25 H 0.471 2.701 -2.594  C11 1.089
26 H -1.272 2.699 -2.058  C11 1.010
27 H -0.846 2.436 -3.678  C11 1.067
28 H 0.363 0.397 -2.754  C12 1.112
29 H -1.414 0.278 -2.895  C12 1.067

Values from the calculation:
HOMO energy: -7.4 eV
Frontier orbital gap: 7.201 eV
SMILES: CCC1(C)C=c2ccccc2=C1.N#[N+][O-]

Arrangement B

This record from the Open Molecules 2025 dataset describes one molecule with the formula C12H14N2O. The level of theory is ωB97M-V with the def2-TZVPD basis set.

Each atom is followed by the atoms it is bonded to, with distances in Å.
Cartesian coordinates (Å):
1 N 1.196 -0.187 -0.032  C3 1.279, C13 1.494
2 O 1.612 1.854 -1.221  C3 1.361, C11 1.423
3 C 1.909 0.627 -0.712  N1 1.279, O2 1.361, N10 1.356
4 C -2.815 -2.125 2.694  C5 1.401, C6 1.412, H16 1.088
5 C -1.507 -1.941 3.162  C4 1.401, C7 1.402, H17 1.092
6 C -3.212 -1.439 1.527  C4 1.412, C8 1.402, H18 1.104
7 C -0.588 -1.163 2.444  C5 1.402, C9 1.429, H19 1.072
8 C -2.278 -0.652 0.839  C6 1.402, C9 1.382, C12 1.483
9 C -0.964 -0.497 1.237  C7 1.429, C8 1.382, C13 1.516
10 N 3.155 0.201 -1.035  C3 1.356, C14 1.451, H20 1.011
11 C 2.707 2.256 -2.036  O2 1.423, C14 1.524, H21 1.105, H22 1.085
12 C -2.499 -0.001 -0.475  C8 1.483, C15 1.549, H23 1.108, H24 1.096
13 C -0.182 0.326 0.231  N1 1.494, C9 1.516, C15 1.511, H25 1.112
14 C 3.692 1.093 -2.045  N10 1.451, C11 1.524, H26 1.104, H27 1.057
15 C -1.063 0.259 -0.995  C12 1.549, C13 1.511, H28 1.085, H29 1.078
16 H -3.511 -2.772 3.224  C4 1.088
17 H -1.056 -2.446 4.018  C5 1.092
18 H -4.225 -1.617 1.123  C6 1.104
19 H 0.428 -1.087 2.776  C7 1.072
20 H 3.243 -0.806 -1.074  N10 1.011
21 H 2.382 2.513 -3.061  C11 1.105
22 H 3.177 3.154 -1.649  C11 1.085
23 H -3.142 -0.574 -1.172  C12 1.108
24 H -2.944 0.986 -0.302  C12 1.096
25 H -0.170 1.365 0.629  C13 1.112
26 H 3.700 0.588 -3.026  C14 1.104
27 H 4.652 1.496 -1.860  C14 1.057
28 H -0.738 -0.565 -1.620  C15 1.085
29 H -0.959 1.153 -1.589  C15 1.078

Values from the calculation:
HOMO energy: -8.4 eV
Frontier orbital gap: 9.157 eV
SMILES: c1ccc2c(c1)CC[C@@H]2/N=C1/NCCO1

Arrangement C

This record from the Open Molecules 2025 dataset describes one molecule with the formula C12H14N2O. The level of theory is ωB97M-V with the def2-TZVPD basis set.

Each atom is followed by the atoms it is bonded to, with distances in Å.
Cartesian coordinates (Å):
1 C 1.046 -1.109 -2.039  C9 1.469, N13 1.142
2 C -1.336 -0.881 2.001  C3 1.336, C4 1.418, H16 1.102
3 C -0.319 -1.051 2.851  C2 1.336, C7 1.488, H17 1.087
4 C -1.133 -0.703 0.609  C2 1.418, C5 1.340, C6 1.423
5 C 0.111 -0.535 0.141  C4 1.340, C9 1.522, N14 1.292
6 C -2.226 -0.981 -0.260  C4 1.423, C8 1.527, O15 1.209
7 C 1.081 -1.026 2.348  C3 1.488, N14 1.528, H18 1.114, H19 1.075
8 C -1.955 -0.980 -1.763  C6 1.527, C10 1.635, H20 1.174, H21 1.103
9 C 0.342 -0.062 -1.287  C1 1.469, C5 1.522, C10 1.565, H22 1.167
10 C -0.987 0.311 -2.023  C8 1.635, C9 1.565, C11 1.476, H23 1.139
11 C -1.468 1.600 -1.490  C10 1.476, H24 1.040, H25 1.095, H26 1.035
12 C 2.501 -0.184 0.584  N14 1.428, H27 1.165, H28 1.164, H29 1.125
13 N 1.631 -1.871 -2.657  C1 1.142
14 N 1.167 -0.598 0.883  C5 1.292, C7 1.528, C12 1.428
15 O -3.312 -1.358 0.117  C6 1.209
16 H -2.426 -0.811 2.148  C2 1.102
17 H -0.567 -1.020 3.910  C3 1.087
18 H 1.763 -0.456 3.018  C7 1.114
19 H 1.318 -2.071 2.436  C7 1.075
20 H -1.308 -1.927 -2.014  C8 1.174
21 H -2.952 -0.873 -2.223  C8 1.103
22 H 1.129 0.781 -1.109  C9 1.167
23 H -0.671 0.603 -3.078  C10 1.139
24 H -1.624 1.491 -0.467  C11 1.040
25 H -2.400 2.007 -1.897  C11 1.095
26 H -0.823 2.382 -1.699  C11 1.035
27 H 3.231 -0.330 1.479  C12 1.165
28 H 2.913 -0.706 -0.371  C12 1.164
29 H 2.708 0.921 0.566  C12 1.125

Values from the calculation:
HOMO energy: -7.7 eV
Frontier orbital gap: 8.203 eV
SMILES: C[C@@H]1CC(=O)C2=C([C@H]1C#N)N(C)CC=C2

Of them, the most stable is arrangement B and the least stable is arrangement A.

Arrangement A

This record from the Open Molecules 2025 dataset describes one molecule with the formula C4H9N2P. The level of theory is ωB97M-V with the def2-TZVPD basis set.

Each atom is followed by the atoms it is bonded to, with distances in Å.
Cartesian coordinates (Å):
1 C 2.575 0.546 -0.278  C2 1.452, N5 1.427, H8 1.024, H9 1.090
2 C 2.045 -0.707 0.228  C1 1.452, N5 1.417, H10 1.030, H11 1.181
3 C -2.724 0.332 0.111  C4 1.453, N6 1.431, H12 1.033, H13 0.992
4 C -2.078 -0.545 -0.852  C3 1.453, N6 1.457, H14 1.022, H15 1.036
5 N 1.253 0.120 -0.605  C1 1.427, C2 1.417, P7 1.778
6 N -1.313 0.107 0.203  C3 1.431, C4 1.457, P7 1.762
7 P 0.000 1.253 -0.051  N5 1.778, N6 1.762, H16 1.373
8 H 2.765 1.281 0.410  C1 1.024
9 H 3.429 0.539 -0.955  C1 1.090
10 H 2.418 -1.622 -0.065  C2 1.030
11 H 1.789 -0.609 1.376  C2 1.181
12 H -3.060 1.247 -0.230  C3 1.033
13 H -3.224 -0.098 0.852  C3 0.992
14 H -2.134 -1.520 -0.553  C4 1.022
15 H -1.986 -0.245 -1.839  C4 1.036
16 H 0.252 1.245 1.298  P7 1.373

Values from the calculation:
HOMO energy: -8.3 eV
Frontier orbital gap: 9.489 eV
SMILES: C1CN1PN1CC1

Arrangement B

This record from the Open Molecules 2025 dataset describes one molecule with the formula C4H9N2P. The level of theory is ωB97M-V with the def2-TZVPD basis set.

Each atom is followed by the atoms it is bonded to, with distances in Å.
Cartesian coordinates (Å):
1 C -1.387 0.821 -0.427  N5 1.276, P7 1.833, H8 1.070
2 C 0.797 2.622 -1.214  N6 1.257, H9 1.110, H10 1.100
3 C -0.944 -1.467 0.958  P7 1.873, H11 1.156, H12 1.179, H13 1.085
4 C 1.248 -0.400 -0.314  P7 1.866, H14 1.213, H15 1.094, H16 1.096
5 N -1.112 1.461 -1.495  C1 1.276, N6 1.323
6 N 0.086 1.847 -1.903  C2 1.257, N5 1.323
7 P -0.139 0.214 0.771  C1 1.833, C3 1.873, C4 1.866
8 H -2.408 0.572 -0.227  C1 1.070
9 H 1.756 2.965 -1.655  C2 1.110
10 H 0.452 3.090 -0.281  C2 1.100
11 H -0.518 -1.946 1.920  C3 1.156
12 H -2.079 -1.219 1.155  C3 1.179
13 H -0.798 -1.957 0.001  C3 1.085
14 H 0.748 -1.063 -1.199  C4 1.213
15 H 1.732 0.482 -0.745  C4 1.094
16 H 2.021 -0.911 0.271  C4 1.096

Values from the calculation:
HOMO energy: -8.6 eV
Frontier orbital gap: 9.132 eV
SMILES: C=N/N=C\P(C)C

Arrangement C

This record from the Open Molecules 2025 dataset describes one molecule with the formula C4H9N2P. The level of theory is ωB97M-V with the def2-TZVPD basis set.

Each atom is followed by the atoms it is bonded to, with distances in Å.
Cartesian coordinates (Å):
1 C 1.840 -0.397 -0.258  C2 1.525, N5 1.438, H8 1.145, H9 1.184
2 C 0.563 0.023 0.461  C1 1.525, C3 1.562, N6 1.794, H10 1.116
3 C -0.252 -1.090 1.193  C2 1.562, H11 1.106, H12 1.103, H13 1.135
4 C -1.851 1.093 -0.627  N6 1.497, H14 1.112, H15 1.130, H16 1.067
5 N 1.892 0.147 -1.588  C1 1.438, P7 1.574
6 N -0.417 0.734 -0.862  C2 1.794, C4 1.497, P7 1.623
7 P 0.533 0.680 -2.177  N5 1.574, N6 1.623
8 H 2.650 -0.041 0.469  C1 1.145
9 H 2.028 -1.563 -0.166  C1 1.184
10 H 0.716 0.865 1.176  C2 1.116
11 H 0.473 -1.804 1.627  C3 1.106
12 H -1.009 -1.596 0.570  C3 1.103
13 H -0.952 -0.628 1.958  C3 1.135
14 H -1.900 2.157 -0.946  C4 1.112
15 H -2.381 0.326 -1.265  C4 1.130
16 H -1.933 1.094 0.436  C4 1.067

Values from the calculation:
HOMO energy: -8.4 eV
Frontier orbital gap: 9.181 eV
SMILES: C[C@H]1CN=PN1C

Of them, the most stable is arrangement C and the least stable is arrangement A.